[1]
64
Properties=species:S:1:pos:R:3:nbo_charge:R:1 method="wB97M-V/def2-TZVPD" gap_ev=8.437 total_energy_ha=-4254.2128
O 4.971 -1.591 3.237 -0.66
O 3.129 1.390 0.620 -0.66
Br -0.604 -1.828 3.626 0.05
N -0.093 0.116 1.697 -0.42
O -3.029 -2.048 1.779 -0.49
S 1.959 -1.793 -2.938 0.19
C 3.756 -1.437 3.264 0.68
C 3.997 0.523 0.662 0.68
C -0.336 0.849 0.597 -0.07
C -0.994 -0.812 2.057 0.07
C -2.410 -0.284 0.181 -0.34
C -2.176 -1.060 1.328 0.27
C -1.491 0.697 -0.214 0.25
N 5.274 0.873 0.477 -0.60
N -3.157 4.000 -1.791 -0.64
N -1.724 1.490 -1.369 -0.47
N 3.031 -1.184 2.177 -0.61
C 0.323 -1.120 -2.539 -0.75
C 3.011 -1.534 4.573 -0.71
C 6.450 0.004 0.504 -0.43
C -4.984 -3.455 1.729 -0.62
C -4.233 -2.319 1.047 -0.06
C 2.973 -1.025 -1.645 -0.54
C -1.768 3.874 -2.278 -0.23
C -0.988 2.773 -1.541 -0.23
C -4.186 3.189 -2.458 -0.21
C -2.716 1.103 -2.402 -0.22
C -4.085 1.712 -2.075 -0.43
C 2.605 -1.437 -0.215 -0.40
C 3.608 -0.959 0.848 -0.14
H 0.419 1.578 0.323 0.23
H -3.314 -0.431 -0.391 0.23
H 5.425 1.862 0.354 0.40
H -3.196 3.871 -0.778 0.36
H 2.042 -1.005 2.293 0.43
H 0.369 -0.031 -2.518 0.21
H -0.392 -1.434 -3.298 0.23
H -0.004 -1.490 -1.568 0.22
H 3.727 -1.710 5.375 0.24
H 2.475 -0.605 4.755 0.23
H 2.308 -2.362 4.524 0.23
H 6.501 -0.529 1.457 0.24
H 6.405 -0.722 -0.310 0.19
H 7.356 0.601 0.393 0.21
H -4.366 -4.358 1.754 0.22
H -5.907 -3.678 1.186 0.22
H -5.241 -3.176 2.756 0.22
H -4.871 -1.430 1.021 0.17
H -3.997 -2.612 0.018 0.17
H 4.013 -1.298 -1.829 0.22
H 2.884 0.058 -1.738 0.22
H -1.247 4.825 -2.125 0.21
H -1.762 3.677 -3.355 0.19
H -0.740 3.186 -0.558 0.20
H -0.047 2.585 -2.069 0.19
H -4.099 3.297 -3.545 0.19
H -5.176 3.561 -2.174 0.20
H -2.386 1.426 -3.394 0.21
H -2.797 0.013 -2.458 0.21
H -4.855 1.162 -2.624 0.20
H -4.297 1.600 -1.008 0.20
H 1.623 -1.032 0.012 0.22
H 2.540 -2.525 -0.167 0.22
H 4.497 -1.579 0.746 0.22

[2]
14
Properties=species:S:1:pos:R:3:nbo_charge:R:1 method="wB97M-V/def2-TZVPD" gap_ev=8.497 total_energy_ha=-2071.7275 relative_energy_ev=0.203
Cl -1.475 -4.223 0.835 0.07
Cl 1.115 -3.420 -0.478 0.04
Cl -2.419 -1.160 0.863 0.07
Cl 0.645 -0.753 -1.937 0.02
C 0.635 3.022 0.078 -0.35
C -0.491 -2.965 0.182 -0.06
C 0.812 1.725 -0.297 -0.23
C -0.916 -1.664 0.200 -0.15
C 0.014 0.622 0.290 -0.19
C -0.036 -0.603 -0.321 -0.07
H -0.176 3.288 0.768 0.20
H 1.260 3.806 -0.362 0.21
H 1.585 1.481 -1.032 0.22
H -0.552 0.844 1.212 0.23

[3]
81
Properties=species:S:1:pos:R:3:mulliken_charge:R:1 method="wB97M-V/def2-TZVPD" spin_multiplicity=2 gap_ev="7.234 / 8.541" total_energy_ha=-3569.2447 relative_energy_ev=0.000
C -1.961 4.083 0.353 -1.32
C -0.709 4.056 1.171 0.27
H -2.738 4.701 0.814 0.36
H -2.387 3.077 0.213 0.16
H -1.736 4.479 -0.652 0.32
C -0.524 4.704 2.337 0.12
C -1.513 5.602 2.998 -1.52
H 0.416 4.582 2.873 0.49
H -2.528 5.530 2.590 0.37
H -1.227 6.664 2.977 0.29
H -1.569 5.334 4.061 0.30
Ce -0.348 -0.076 -0.341 1.32
Cl 0.343 0.794 -2.708 -0.54
Cl -2.939 -0.143 -0.481 -0.53
H 0.699 -5.524 -2.475 0.33
H -0.292 -4.560 -4.695 0.32
C -0.094 -4.996 -1.934 -0.92
C -1.043 -4.068 -4.066 -0.88
N -0.528 -3.838 -2.719 0.26
H 0.259 -4.637 -0.964 0.22
C -0.457 -2.619 -2.212 0.62
O -0.076 -2.355 -1.028 -0.86
H -1.326 -3.109 -4.508 0.26
H -0.752 -1.798 -2.891 0.05
H -0.931 -5.691 -1.817 0.33
H -1.915 -4.733 -4.042 0.32
H -2.333 2.020 2.265 0.12
H -0.659 2.546 4.558 0.19
C -2.398 1.066 2.805 -0.90
C -0.941 1.503 4.756 -0.81
N -1.138 0.789 3.504 0.39
H -2.638 0.281 2.081 0.23
C -0.263 -0.129 3.099 0.01
O -0.355 -0.738 1.987 -0.55
H -0.124 1.018 5.299 0.31
H 0.567 -0.338 3.798 0.28
H -3.188 1.145 3.561 0.44
H -1.870 1.472 5.333 0.34
O -0.063 1.851 0.529 -0.43
C 0.368 3.187 0.549 -0.14
C 2.115 2.610 2.317 0.56
C 1.759 3.307 1.161 -0.35
H 1.367 1.985 2.811 0.20
C 3.417 2.730 2.822 -0.77
H 0.460 3.521 -0.502 0.48
C 2.691 4.147 0.537 -0.44
H 3.686 2.172 3.716 0.40
C 4.353 3.558 2.198 -0.61
C 3.977 4.281 1.063 -0.61
H 2.383 4.687 -0.358 0.43
H 5.365 3.632 2.586 0.39
H 4.684 4.941 0.579 0.39
Si -6.463 -0.496 -2.470 0.58
Cl -6.344 1.361 -1.527 -0.33
C -6.571 -1.736 -1.070 -0.81
C -4.893 -0.435 -3.483 -0.56
C -7.942 -0.797 -3.622 -0.97
H -5.797 -1.508 -0.323 0.15
H -6.434 -2.769 -1.416 0.32
H -7.560 -1.662 -0.594 0.27
H -8.882 -0.811 -3.051 0.26
H -7.862 -1.766 -4.145 0.32
H -8.014 -0.016 -4.393 0.27
H -4.015 -0.182 -2.867 -0.05
H -5.022 0.349 -4.246 0.27
H -4.707 -1.391 -3.990 0.28
C 4.120 -2.543 2.912 -1.34
C 3.633 -1.609 1.876 0.61
C 4.333 -0.675 1.105 -1.11
C 3.382 -0.062 0.263 0.49
N 2.157 -0.585 0.508 0.28
N 2.357 -1.535 1.472 0.10
C 3.636 0.986 -0.743 -0.83
H 4.761 -3.321 2.470 0.28
H 4.751 -2.009 3.636 0.33
H 3.306 -3.036 3.457 0.33
H 5.389 -0.471 1.133 0.44
H 1.566 -2.054 1.846 0.18
H 4.718 1.065 -0.928 0.38
H 3.111 0.782 -1.682 0.24
H 3.295 1.969 -0.399 -0.04

[4]
101
Properties=species:S:1:pos:R:3:mulliken_charge:R:1 method="wB97M-V/def2-TZVPD" gap_ev="6.373 / 6.377" total_energy_ha=-6099.4961 relative_energy_ev=0.387
Pd 0.365 -0.173 -0.005 -0.13
S 2.281 0.462 -0.994 -0.31
C 2.186 2.136 -0.444 0.47
N 3.230 2.888 -0.578 -0.82
N 3.295 4.132 -0.090 0.05
C 2.663 4.778 1.009 0.82
C 2.289 4.106 2.170 -0.30
C 1.743 4.813 3.225 -0.49
C 1.575 6.194 3.153 -0.66
C 1.982 6.863 2.011 -0.50
C 2.529 6.159 0.944 -0.49
N 0.985 2.707 -0.055 -0.38
N 0.033 1.932 0.000 0.28
C -1.236 2.593 0.177 -0.03
C -1.342 3.947 0.479 -0.24
C -2.596 4.529 0.559 -0.69
C -3.742 3.772 0.337 -0.60
C -3.624 2.424 0.042 -1.13
C -2.371 1.831 -0.032 0.18
H 3.944 4.693 -0.613 0.23
H 2.431 3.036 2.255 0.43
H 1.448 4.277 4.119 0.39
H 1.145 6.738 3.984 0.40
H 1.873 7.938 1.940 0.37
H 2.839 6.682 0.045 0.36
H -0.446 4.529 0.654 0.30
H -2.679 5.583 0.789 0.41
H -4.718 4.237 0.380 0.39
H -4.516 1.836 -0.150 0.44
H -2.246 0.790 -0.295 0.84
N -2.036 -3.246 3.133 -0.06
C -2.248 -1.793 2.720 0.93
C -3.337 -1.134 3.562 -1.82
P -2.738 -1.931 0.893 0.83
O -4.159 -1.177 0.823 -0.69
O -2.996 -3.401 0.751 -0.98
O -1.782 -1.214 -0.019 -0.65
P -0.594 -1.014 2.936 -0.10
O -0.607 -0.912 4.568 -0.59
O 0.369 -2.102 2.571 -0.40
O -0.531 0.344 2.332 -0.48
H -2.462 -3.799 2.365 0.55
H -2.432 -3.447 4.046 0.39
H -1.015 -3.417 3.135 -0.17
H -4.320 -1.560 3.359 0.44
H -3.377 -0.071 3.324 0.37
H -3.103 -1.220 4.624 0.53
H -4.051 -0.232 0.660 0.26
H 0.050 -0.281 4.882 0.38
C 0.196 -3.834 0.113 0.68
C 0.590 -5.169 -0.520 -1.34
As 2.211 -6.031 0.221 0.31
C 1.645 -7.898 0.039 0.39
C 2.574 -8.760 -0.540 -0.57
C 2.287 -10.110 -0.710 -0.60
C 1.063 -10.614 -0.298 -0.39
C 0.126 -9.764 0.278 -0.89
C 0.415 -8.417 0.442 0.04
C 1.839 -5.721 2.121 0.66
C 0.579 -5.814 2.718 -0.05
C 0.411 -5.538 4.068 -0.43
C 1.499 -5.151 4.843 -0.71
C 2.753 -5.051 4.262 -0.70
C 2.918 -5.336 2.909 -0.51
P 1.015 -2.346 -0.522 0.93
C 0.715 -2.455 -2.322 1.47
C 1.645 -2.070 -3.288 -0.45
C 1.312 -2.091 -4.635 -0.95
C 0.043 -2.481 -5.037 -0.61
C -0.898 -2.841 -4.083 -0.83
C -0.567 -2.827 -2.736 -0.46
C 2.780 -2.679 -0.227 1.05
C 3.591 -3.379 -1.116 -0.03
C 4.938 -3.574 -0.837 -0.77
C 5.479 -3.088 0.343 -0.70
C 4.669 -2.407 1.247 -0.68
C 3.332 -2.195 0.960 -0.78
H 0.387 -3.823 1.182 -0.16
H -0.869 -3.664 -0.023 -0.03
H 0.731 -5.076 -1.598 0.56
H -0.235 -5.869 -0.380 0.74
H 3.533 -8.371 -0.859 0.34
H 3.020 -10.765 -1.165 0.39
H 0.838 -11.666 -0.424 0.38
H -0.834 -10.151 0.598 0.40
H -0.334 -7.775 0.888 0.14
H -0.285 -6.099 2.128 0.09
H -0.571 -5.633 4.522 0.50
H 1.366 -4.927 5.894 0.41
H 3.605 -4.749 4.858 0.44
H 3.899 -5.242 2.457 0.37
H 2.628 -1.728 -2.995 0.44
H 2.048 -1.791 -5.371 0.44
H -0.215 -2.491 -6.089 0.39
H -1.898 -3.128 -4.384 0.46
H -1.323 -3.089 -2.006 0.33
H 3.179 -3.781 -2.032 0.53
H 5.559 -4.112 -1.543 0.45
H 6.529 -3.240 0.561 0.38
H 5.085 -2.028 2.172 0.48
H 2.701 -1.652 1.652 0.15

[5]
19
Properties=species:S:1:pos:R:3:nbo_charge:R:1 method="wB97M-V/def2-TZVPD" gap_ev=9.211 total_energy_ha=-435.5708 relative_energy_ev=3.251
C -0.457 -0.043 2.197 -0.27
C -1.509 -1.192 -0.273 -0.44
N -0.134 -0.812 -0.015 -0.36
O 0.265 -0.928 1.354 -0.42
H 0.625 -1.279 -0.649 0.41
H -1.430 -0.462 2.474 0.17
H -0.594 0.926 1.715 0.18
H 0.153 0.075 3.092 0.19
H -1.763 -2.160 0.171 0.18
H -1.629 -1.240 -1.352 0.22
H -2.176 -0.418 0.106 0.20
C 0.504 0.958 -1.139 0.83
N 1.177 1.633 -0.127 -0.89
N 1.381 -0.001 -1.861 -0.93
O -0.524 1.357 -1.644 -0.67
H 0.730 2.482 0.176 0.41
H 1.902 1.132 0.360 0.40
H 2.378 0.114 -1.766 0.38
H 1.100 -0.143 -2.820 0.40

[6]
11
Properties=species:S:1:pos:R:3:nbo_charge:R:1 method="wB97M-V/def2-TZVPD" gap_ev=10.623 total_energy_ha=-227.3917 relative_energy_ev=0.903
C -0.091 0.835 -1.173 -0.42
N -0.736 -0.149 -0.314 -0.59
C 0.158 -1.002 0.447 -0.32
C 0.568 -0.332 1.705 0.25
N 0.612 0.270 2.693 -0.33
H 0.541 1.570 -0.647 0.18
H -0.876 1.378 -1.707 0.21
H 0.520 0.325 -1.926 0.19
H -1.332 0.333 0.352 0.36
H -0.368 -1.916 0.746 0.24
H 1.003 -1.312 -0.177 0.23